Record 1
Molecular formula: CH4ClOP
Method: DFT, wB97M-V/def2-TZVPD

Properties
* energy relative to the best compared isomer or geometry (same formula, charge and spin): 263.3 kJ/mol
* Kohn-Sham gap: 10.618 eV

Atoms and positions in Å:
1 Cl -3.5232 -0.7273 -0.1630
2 P -1.5622 -0.3418 -0.1528
3 O 2.0587 0.8383 -0.7104
4 C 2.1540 -0.0489 0.0663
5 H -1.6825 0.4291 1.0890
6 H 1.4845 -0.1356 1.0120
7 H 2.8510 -0.9726 -0.1723
8 H -1.7802 0.9589 -0.9687

Forces on atoms 1 to 6 (eV/Å):
Cl -1.595 -0.807 -0.087
P 0.329 2.997 -0.210
O -0.075 0.932 -0.372
C 0.007 -2.556 0.736
H 0.523 -0.471 -0.739
H 1.014 0.190 -1.029

Record 2
Molecular formula: C9H36N18O9
Method: DFT, wB97M-V/def2-TZVPD

Properties
* energy relative to the best compared isomer or geometry (same formula, charge and spin): 27.5 kJ/mol
* Kohn-Sham gap: 9.529 eV

Atoms and positions in Å:
1 O -3.3323 -2.7750 1.2637
2 O 2.1134 1.5034 -2.3949
3 O -4.0373 4.0523 -2.9693
4 O 1.8509 2.0408 3.2217
5 O -1.2917 -5.4320 1.2748
6 O -3.1534 1.2595 -1.1944
7 O 1.0049 -0.3705 0.6251
8 O 4.3452 4.2001 -2.5571
9 O 2.8727 -4.5746 0.1884
10 N -4.4946 0.7169 0.5604
11 N 3.0860 -0.6119 -2.3533
12 N 3.3143 0.6669 2.1907
13 N 5.4861 4.6680 -0.6592
14 N 2.8734 -2.3061 0.1471
15 N -0.8673 -6.2035 3.3705
16 N -5.0598 2.4700 -0.7957
17 N -1.3886 -3.9993 3.0386
18 N -4.0036 -4.7609 0.3815
19 N -2.6440 5.8193 -2.9218
20 N 0.9022 -3.4498 -0.1434
21 N -0.2650 0.7200 -0.9358
22 N 3.8293 3.0988 -0.6219
23 N -5.1618 -2.8479 -0.0894
24 N 3.8951 1.6790 4.1703
25 N -1.9445 3.7705 -2.1161
26 N 3.7249 0.9502 -3.8651
27 N -1.2516 -0.3680 0.7906
28 C 2.9507 1.5019 3.2106
29 C 2.8822 0.6487 -2.8354
30 C -4.1896 1.4575 -0.5606
31 C -4.1232 -3.4328 0.5874
32 C -0.0853 0.0576 0.2167
33 C -1.1646 -5.2172 2.4790
34 C 4.5346 4.0077 -1.3621
35 C 2.2412 -3.5303 0.0464
36 C -2.9321 4.5264 -2.6708
37 H 3.7904 3.1453 0.3794
38 H 0.5582 1.1414 -1.3587
39 H -5.8547 -3.4117 -0.5424
40 H -3.4285 6.3222 -3.2989
41 H 3.1334 2.5546 -1.1157
42 H -2.0117 -0.4235 0.1335
43 H 2.7735 0.4343 1.3732
44 H -0.7140 -7.1208 2.9935
45 H -1.8274 6.2661 -2.5523
46 H 3.5911 1.8061 -4.3737
47 H -2.2920 2.9062 -1.7170
48 H -4.8068 -5.3134 0.1460
49 H 2.8646 -0.8946 -1.4047
50 H 6.0996 5.3054 -1.1319
51 H -1.1001 4.2313 -1.8329
52 H 2.3094 -1.4810 0.3412
53 H 4.5039 0.3614 -4.0822
54 H 3.7257 -1.2240 -2.8235
55 H 0.6573 -2.5754 -0.5797
56 H -0.9367 -6.0481 4.3562
57 H 3.6573 2.3014 4.9198
58 H 4.8019 1.2592 4.1129
59 H 5.6375 4.5366 0.3226
60 H -1.2091 1.0044 -1.1565
61 H -3.1562 -5.2715 0.5975
62 H -1.5279 -3.8896 4.0242
63 H 4.1887 0.1866 2.3215
64 H 0.3315 -4.2756 -0.2033
65 H -1.8311 -3.3448 2.3997
66 H -1.2310 -0.8740 1.6539
67 H -4.8086 3.0662 -1.5910
68 H 3.7632 -2.4377 0.6002
69 H -5.6519 2.7436 -0.0377
70 H -5.3400 0.8664 1.0786
71 H -3.7857 0.1651 1.0124
72 H -5.3905 -1.9537 0.3184

Forces on atoms 1 to 6 (eV/Å):
O -0.262 0.316 -0.228
O -0.339 -0.586 0.272
O 0.262 0.247 0.301
O 0.492 0.204 0.452
O 0.316 -0.061 -0.022
O -0.252 -0.172 -0.193

Record 3
Molecular formula: C35H33ClN4Si2Ti
Method: DFT, wB97M-V/def2-TZVPD

Properties
* energy relative to the best compared isomer or geometry (same formula, charge and spin): 262.1 kJ/mol
* charge: +1
* spin multiplicity: 2
* Kohn-Sham gap (alpha / beta): 5.287 / 5.306 eV

Atoms and positions in Å:
1 Ti -0.0308 0.2064 -1.3409
2 Cl 2.1522 -0.2439 -1.8427
3 Si -0.5582 0.3859 -5.5570
4 Si 3.0783 -0.3624 -5.2158
5 N 0.1529 3.5900 1.1234
6 N 0.9165 0.0189 0.7243
7 N -0.2038 2.2372 -0.6149
8 N 1.6024 1.1759 2.4795
9 C 0.7263 3.6564 -4.4920
10 C 1.4967 -0.8580 1.6196
11 C 1.9885 3.5883 -5.0879
12 C -1.4259 2.7869 -6.9406
13 C 0.9947 1.2398 1.2608
14 C -1.1748 -1.6310 -1.7378
15 C 2.6176 2.3578 -5.2721
16 C -1.9403 -0.5100 -2.2160
17 C -1.1425 3.8986 -7.7448
18 C 1.3911 -4.5740 -4.1142
19 C -1.3904 -0.8063 -8.1092
20 C -0.1763 -2.4139 -9.4690
21 C 2.4407 -1.9782 -4.5591
22 C -1.8034 -0.3522 0.0871
23 C 0.5613 -3.4578 -4.0295
24 C 0.5547 1.6914 -7.7937
25 C 0.0748 2.5134 -4.1072
26 C -0.5244 -1.0032 -7.0107
27 C 1.1044 -2.1812 -4.1530
28 C -0.8485 3.4557 -0.8591
29 C 2.7597 -4.3922 -4.3426
30 C 0.0012 3.9168 -8.5504
31 C 0.5655 -2.7549 -8.3425
32 C 0.6898 1.1993 -4.2661
33 C -1.1853 -1.4516 -9.3366
34 C -2.3385 0.2686 -1.0785
35 C 2.0209 1.1327 -4.9487
36 C -0.5227 1.7217 -6.9033
37 C 0.3947 2.3625 0.5959
38 C -0.6394 4.2961 0.2051
39 C 3.2778 -3.1180 -4.5852
40 C -1.0680 -1.5144 -0.3161
41 C 0.3733 -2.0658 -7.1418
42 C 1.9164 -0.1651 2.7180
43 C 0.8481 2.8045 -8.5906
44 H 2.3962 -0.5034 3.6152
45 H 4.3156 -0.1447 -4.5739
46 H 1.7430 2.7871 -9.2156
47 H -3.0058 1.1274 -1.0928
48 H 0.9764 -2.3867 -6.3014
49 H -1.8102 4.7617 -7.7172
50 H 1.2054 0.8092 -7.8593
51 H -2.0428 -0.0877 1.1142
52 H -2.2673 -0.3545 -3.2404
53 H 0.0137 -2.9047 -10.4274
54 H 0.2497 4.6284 -4.3624
55 H -0.6451 -2.2730 0.3370
56 H -1.8056 -1.2011 -10.1972
57 H 1.7665 1.9793 3.0878
58 H 1.3059 -3.5579 -8.3749
59 H -0.8568 -2.4900 -2.3139
60 H 0.6621 0.6161 -3.2982
61 H 0.5024 3.9345 2.0117
62 H 3.6271 2.3569 -5.6867
63 H 2.4804 4.5032 -5.4135
64 H -0.9371 2.5516 -3.6932
65 H -0.5138 -3.5869 -3.8921
66 H 3.4295 -5.2569 -4.3446
67 H 0.9685 -5.5689 -3.9597
68 H -0.9719 5.2927 0.3899
69 H 0.4398 -1.3161 -4.0617
70 H -1.3658 3.6227 -1.7794
71 H 4.3403 -2.9775 -4.8011
72 H -1.9060 0.3438 -4.9648
73 H 0.2547 4.8015 -9.1396
74 H -2.3193 2.7720 -6.3111
75 H -2.2001 -0.0771 -8.0336
76 H 1.5627 -1.9150 1.4141

Forces on atoms 1 to 6 (eV/Å):
Ti 2.495 0.338 1.730
Cl 0.246 0.016 0.257
Si -0.765 -0.080 -3.107
Si -2.244 0.749 0.512
N -0.344 -0.112 -0.913
N 0.029 1.387 0.514